# 1
ORCA calculation (wB97M-V/def2-TZVPD) on a cluster of 2 separate species, C12H17N in total.

Structure (XYZ):
```
30
Properties=species:S:1:pos:R:3:lowdin_charge:R:1
C -1.9919 -0.1291 -1.7570 -0.06
C -1.3702 0.6715 -0.5989 -0.23
C -2.1238 1.2101 0.4682 -0.02
N -1.2406 1.9297 1.3222 0.06
C 0.0067 1.7772 0.8678 -0.21
C 1.2809 1.9370 1.5063 -0.02
C 2.3287 1.4018 0.8338 -0.15
C 2.3081 0.7909 -0.3770 -0.13
C 1.1638 0.6331 -1.0830 -0.04
C -0.0016 0.9891 -0.3690 -0.14
H -3.0560 -0.6143 -1.6412 0.11
H -1.4133 -1.1001 -1.9749 0.07
H -1.9897 0.3226 -2.7650 0.07
H -3.2157 1.2558 0.6005 0.12
H -1.3582 2.1321 2.3206 0.16
H 1.3961 2.4587 2.4509 0.10
H 3.3108 1.5250 1.3970 0.13
H 3.2932 0.3798 -0.6775 0.12
H 1.0340 0.2280 -2.0238 0.10
C -0.1165 -2.6273 1.0205 -0.13
C 0.2402 -2.3992 -0.3869 -0.35
C 0.0139 -3.7047 -1.1263 -0.10
H 0.5543 -3.2144 1.6109 0.08
H 0.0877 -1.6350 1.3103 0.06
H -1.1211 -2.9005 1.0348 0.07
H 1.3415 -1.8895 -0.6511 0.16
H -0.2198 -1.4902 -0.7619 0.02
H -0.8387 -3.8480 -1.7895 0.07
H -0.4802 -4.3647 -0.2876 0.10
H 0.9299 -4.0568 -1.3990 0.03
```

## Properties
**Charge**: 0
**SMILES**: Cc1c[nH]c2ccccc12.CCC
**Calculated total energy**: -522.10504 a.u.

# 2
ORCA calculation (wB97M-V/def2-TZVPD) on an isolated molecule of C2H4N4O.

Structure (XYZ):
```
11
Properties=species:S:1:pos:R:3:lowdin_charge:R:1
N -0.5812 1.6118 -1.4124 0.13
C -0.1640 0.6692 -0.5239 -0.50
N 0.1338 0.9647 0.7124 0.06
N 0.3382 -0.2897 1.2671 0.01
C 0.1321 -1.2064 0.2564 -0.48
O 0.0377 -2.4514 0.7227 0.11
N -0.1551 -0.6781 -0.8846 0.20
H -0.4381 2.5628 -1.1098 0.09
H -0.4163 1.4051 -2.3826 0.09
H 1.2265 -0.3781 1.7517 0.15
H -0.1462 -2.1583 1.6439 0.13
```

## Properties
**Charge**: 0
**SMILES**: Nc1n[nH]c(O)n1
**Calculated total energy**: -372.86340 a.u.

# 3
ORCA calculation (wB97M-V/def2-TZVPD) on a structure of composition C17H39BrNbO6S.

Structure (XYZ):
```
65
Properties=species:S:1:pos:R:3:lowdin_charge:R:1
C 0.1520 0.7284 0.4181 -0.23
C 0.3124 1.4509 1.7662 -0.48
Nb 2.2513 1.8525 2.7387 0.96
S 4.6204 1.9434 3.4356 0.03
C 1.6254 4.0590 2.6557 -0.46
C 2.5601 5.1986 3.0399 -0.85
C 2.1359 6.5916 2.5581 -0.17
Br 2.7781 5.2221 4.9929 0.57
H 1.0796 0.7184 -0.1631 0.00
H -0.6291 1.1865 -0.2067 0.05
H -0.1369 -0.3222 0.5443 0.03
H -0.1550 2.4419 1.6937 0.01
H -0.2226 0.8905 2.5421 0.01
H 2.9196 1.6281 0.9815 -0.12
H 2.1808 0.0389 2.9768 -0.11
H 1.4970 1.7496 4.4274 -0.11
H 5.1845 2.5758 2.4049 -0.31
H 1.4324 4.1491 1.5683 0.04
H 0.6636 4.2510 3.1530 0.03
H 3.5717 4.9845 2.6866 0.05
H 2.9205 7.0464 1.9462 0.06
H 1.2332 6.5132 1.9463 0.06
H 1.9214 7.2775 3.3773 0.04
O -0.8221 -1.0946 3.9572 0.10
C -0.9668 -1.9730 3.1600 -0.51
O 0.1689 -2.4870 2.5924 -0.02
C 0.1681 -3.5656 1.6638 -0.25
C -0.0954 -3.0997 0.2466 -0.07
C -2.3241 -2.4416 2.6853 0.01
H -0.5350 -4.3458 1.9652 0.11
H 1.1713 -3.9839 1.7473 0.12
H -1.0888 -2.6652 0.1571 0.06
H -0.0157 -3.9421 -0.4452 0.08
H 0.6384 -2.3446 -0.0369 0.08
H -2.6817 -1.7331 1.9374 0.08
H -3.0115 -2.3972 3.5262 0.09
H -2.3422 -3.4344 2.2483 0.07
O -4.8861 -1.6498 0.6935 0.10
C -4.7306 -1.8438 -0.4828 -0.52
O -3.4909 -1.7198 -0.9972 -0.01
C -3.1989 -1.9798 -2.3809 -0.23
C -3.5024 -0.7828 -3.2528 -0.06
C -5.8867 -2.1276 -1.4121 0.01
H -3.7243 -2.8754 -2.7191 0.11
H -2.1339 -2.1989 -2.3888 0.09
H -4.5676 -0.5398 -3.2427 0.07
H -3.2033 -0.9902 -4.2792 0.08
H -2.9385 0.0789 -2.9017 0.08
H -6.3326 -1.1691 -1.6820 0.09
H -6.6241 -2.6973 -0.8533 0.09
H -5.6182 -2.6493 -2.3247 0.07
O -0.1135 -2.0004 -3.2966 0.09
C 0.8689 -1.3291 -3.4730 -0.51
O 2.0409 -1.9758 -3.6545 0.00
C 3.2450 -1.3277 -4.0937 -0.24
C 3.9803 -0.6007 -2.9912 -0.06
C 0.8410 0.1777 -3.4361 0.03
H 3.0375 -0.6677 -4.9406 0.11
H 3.8358 -2.1615 -4.4698 0.12
H 3.4091 0.2376 -2.5973 0.07
H 4.9371 -0.2277 -3.3574 0.08
H 4.1689 -1.2855 -2.1643 0.09
H 0.9044 0.4787 -2.3868 0.08
H -0.1229 0.5005 -3.8206 0.09
H 1.6459 0.6582 -3.9827 0.07
```

## Properties
**Charge**: -1
**Calculated total energy**: -4151.62035 a.u.

# 4
ORCA calculation (wB97M-V/def2-TZVPD) on an isolated molecule of C14H16N10O2.

Structure (XYZ):
```
42
Properties=species:S:1:pos:R:3:lowdin_charge:R:1
C 3.0599 1.2299 -2.2060 -0.10
N 2.6877 2.3133 -1.3255 -0.25
C 1.4834 2.9868 -1.7526 -0.09
C 2.7160 1.9736 0.0877 -0.12
C 1.6954 0.9520 0.4556 -0.08
C 0.3322 1.0832 0.7154 -0.13
C -0.4027 2.3369 0.9253 -0.42
O 0.1393 3.3891 1.2046 0.07
N -1.7642 2.2784 0.8013 0.06
N -2.4231 1.1826 0.4413 0.05
C -3.6906 1.1788 0.3574 -0.09
C -4.3818 -0.0352 -0.0273 -0.21
C -3.6837 -1.2339 -0.2015 -0.01
C -4.3966 -2.3605 -0.5679 -0.14
N -5.7067 -2.3688 -0.7630 0.05
C -6.3673 -1.2365 -0.5945 -0.15
C -5.7625 -0.0455 -0.2281 -0.02
N -0.1995 -0.1580 0.8343 0.08
N 0.7058 -1.0245 0.6656 0.05
N 1.8797 -0.3961 0.4222 0.03
C 3.0220 -1.1451 0.2626 -0.19
N 4.2391 -0.6902 0.1567 0.13
O 5.0388 -1.7532 0.0482 -0.07
N 4.3423 -2.9143 0.0876 0.11
C 3.0774 -2.5945 0.2182 -0.33
N 2.0346 -3.4343 0.2434 0.15
H 3.9995 0.7992 -1.8646 0.07
H 2.3028 0.4310 -2.2699 0.09
H 3.2037 1.6338 -3.2075 0.09
H 1.2670 3.8026 -1.0662 0.08
H 1.6525 3.3977 -2.7475 0.09
H 0.6025 2.3257 -1.7998 0.09
H 3.7146 1.6024 0.3278 0.11
H 2.5086 2.8841 0.6547 0.13
H -2.2654 3.1520 0.9979 0.17
H -4.2988 2.0679 0.5671 0.13
H -2.6184 -1.2521 -0.0382 0.09
H -3.9013 -3.3116 -0.7144 0.10
H -7.4353 -1.2900 -0.7617 0.10
H -6.3466 0.8542 -0.1031 0.11
H 2.2168 -4.4160 0.3482 0.11
H 1.1430 -3.0429 0.5126 0.07
```

## Properties
**Charge**: 0
**SMILES**: CN(C)Cc1c(C(=O)N/N=C/c2ccncc2)nnn1-c1nonc1N
**Calculated total energy**: -1241.00611 a.u.

# 5
ORCA calculation (wB97M-V/def2-TZVPD) on an isolated molecule of C4H9N3O.

Structure (XYZ):
```
17
Properties=species:S:1:pos:R:3:lowdin_charge:R:1
C -1.5200 -0.2165 1.6966 -0.06
C 1.7265 -0.8319 -1.2778 -0.15
N -0.2505 0.0236 1.0133 -0.02
C -0.4505 -0.0103 -0.7673 -0.47
C 0.0057 1.2495 0.2341 -0.25
O -1.7723 0.0480 -1.0833 0.04
N 0.3509 -0.5588 -1.5883 0.01
N 1.0502 1.9057 0.5011 0.12
H -1.8401 -0.2633 -1.9975 0.12
H 0.5630 -0.2578 1.5572 0.14
H 1.3052 2.5220 -0.2644 0.05
H -1.3868 -0.0373 2.7636 0.09
H -1.8198 -1.2536 1.5363 0.09
H -2.2937 0.4454 1.3087 0.09
H 2.2104 -0.0683 -0.6500 0.06
H 1.8362 -1.7973 -0.7685 0.07
H 2.2857 -0.8991 -2.2138 0.07
```

## Properties
**Charge**: 0
**Calculated total energy**: -397.18287 a.u.

# 6
ORCA calculation (wB97M-V/def2-TZVPD) on a structure of composition C2H5Br.

Structure (XYZ):
```
8
Properties=species:S:1:pos:R:3:lowdin_charge:R:1
C 0.7849 0.6499 0.0588 -0.03
C -0.5382 -0.7467 -0.0500 -0.50
Br -2.3679 0.1284 -0.0315 0.46
H 1.3755 0.2935 -0.7073 0.00
H 0.3506 1.5079 -0.3582 0.01
H 1.1003 0.8573 1.0221 0.02
H -0.3548 -1.2526 0.9230 0.02
H -0.3504 -1.4377 -0.8568 0.01
```

## Properties
**Charge**: 0
**Calculated total energy**: -2653.14716 a.u.